12 unconnected molecules or ions with the total composition H24O12. Source: the OMol25 dataset; level of theory: ωB97M-V with the def2-TZVPD basis set.

The geometry in ORCA input format:
```
! RIJCOSX wB97M-V def2-TZVPD def2/J DEFGRID3
* xyz 0 1
O 3.350 1.878 -2.408
H 3.473 1.351 -1.612
H 4.145 1.726 -2.930
O -0.242 -2.537 -1.052
H 0.409 -3.007 -0.522
H -0.730 -3.232 -1.510
O 2.651 -0.337 -0.280
H 2.685 -1.174 -0.758
H 3.165 -0.487 0.524
O -1.118 2.174 1.976
H -0.444 2.510 2.574
H -0.630 1.791 1.223
O -0.063 0.688 -0.261
H 0.879 0.438 -0.266
H -0.547 -0.100 -0.549
O 2.184 2.426 0.880
H 2.538 1.691 0.362
H 1.775 2.999 0.216
O -3.232 -2.471 -0.552
H -3.992 -2.212 -0.021
H -2.476 -2.450 0.061
O 1.938 0.632 3.184
H 2.154 1.152 2.392
H 2.200 -0.272 2.991
O -0.216 2.640 -2.363
H -0.345 2.051 -1.601
H 0.021 2.058 -3.090
O -3.183 0.343 1.879
H -2.437 0.976 1.852
H -2.786 -0.514 1.694
O -1.779 -2.169 1.848
H -0.937 -2.434 2.231
H -2.446 -2.593 2.404
O -2.167 -0.945 -3.100
H -2.468 -1.794 -2.756
H -1.325 -0.795 -2.659
*
```

Results
E_tot: -917.2598 Ha
LUMO: -1.1 eV
Structure (SMILES): O.O.O.O.O.O.O.O.O.O.O.O